Entry 1:
The following is a quantum chemistry calculation of a 2-piece molecular cluster, C5H11N3 overall, from OMol25.

The highest occupied orbital energy is -0.3194 hartree. The energy relative to the best compared isomer or geometry (same formula, charge and spin) is 28.6 kcal/mol. As for the SMILES: N=C(N)N.C=CC=C.

Geometry as ORCA input:
```
! RIJCOSX wB97M-V def2-TZVPD def2/J DEFGRID3
* xyz 0 1
N -0.599 -1.687 -1.947
C -0.085 -0.576 -2.298
N 1.251 -0.315 -2.525
N -0.904 0.558 -2.351
H 0.110 -2.415 -1.941
H 1.866 -1.112 -2.505
H 1.487 0.388 -3.209
H -0.702 1.181 -3.120
H -1.869 0.254 -2.386
C -1.759 0.987 1.947
C -0.500 0.991 2.357
C 0.409 -0.115 2.049
C 1.631 -0.266 2.547
H -2.125 0.171 1.342
H -2.463 1.777 2.167
H -0.063 1.779 2.963
H 0.019 -0.892 1.396
H 2.208 -1.137 2.271
H 2.087 0.429 3.241
*
```

---

Entry 2:
The following is a quantum chemistry calculation of a 2-piece molecular cluster, C5H11NO overall in a non-equilibrium geometry, from OMol25.

The highest occupied orbital energy is -0.3136 hartree. The energy relative to the best compared isomer or geometry (same formula, charge and spin) is 51.1 kcal/mol. As for the SMILES: C=C(N)/C=C/C.O.

Geometry as ORCA input:
```
! RIJCOSX wB97M-V def2-TZVPD def2/J DEFGRID3
* xyz 0 1
C 1.013 -1.556 -1.366
C 0.634 -1.155 -0.142
N 1.337 -1.601 1.028
C -0.510 -0.252 -0.004
C -1.137 0.046 1.136
C -2.256 1.051 1.108
H 1.810 -2.292 -1.415
H 0.651 -1.077 -2.265
H 2.332 -1.527 0.853
H 1.161 -2.586 1.174
H -0.775 0.219 -0.941
H -0.609 0.015 2.075
H -1.859 2.039 1.356
H -3.059 0.820 1.803
H -2.733 1.095 0.126
O 1.215 2.141 -1.855
H 1.242 1.607 -1.055
H 1.543 3.013 -1.616
*
```

---

Entry 3:
The following is a quantum chemistry calculation of one molecule with the formula C3H6N2S in a non-equilibrium geometry, from OMol25.

The highest occupied orbital energy is -0.3107 hartree. The energy relative to the best compared isomer or geometry (same formula, charge and spin) is 71.5 kcal/mol. As for the SMILES: S=C1CCNN1.

Geometry as ORCA input:
```
! RIJCOSX wB97M-V def2-TZVPD def2/J DEFGRID3
* xyz 0 1
S 2.943 -0.184 0.127
C 1.221 -0.220 -0.120
C 0.257 0.889 -0.381
C -0.944 0.325 0.441
N -0.950 -1.030 0.047
N 0.435 -1.282 -0.193
H 0.390 1.886 0.082
H 0.082 1.156 -1.449
H -2.117 0.844 0.321
H -0.721 0.592 1.683
H -1.296 -0.917 -0.925
H 0.699 -2.059 0.367
*
```

---

Entry 4:
The following is a quantum chemistry calculation of an isolated ion of composition C3H5N2O2 and charge +1 in a non-equilibrium geometry, from OMol25.

The highest occupied orbital energy (spin up / spin down) is -0.5497 / -0.5496 hartree. The energy relative to the best compared isomer or geometry (same formula, charge and spin) is 113.6 kcal/mol. As for the SMILES: O=NC1=[NH+]COC1.

Geometry as ORCA input:
```
! RIJCOSX wB97M-V def2-TZVPD def2/J DEFGRID3
* xyz 1 1
O 3.786 0.122 -0.037
N 2.680 -0.125 0.205
C 1.435 -0.166 0.021
N 0.483 -1.076 0.243
C -0.829 -0.423 0.229
O -0.542 0.893 0.559
C 0.637 1.181 -0.044
H 0.557 -1.985 0.548
H -1.168 -0.516 -0.792
H -1.589 -0.846 1.056
H 1.160 2.081 0.384
H 0.562 1.446 -1.294
*
```

---

Entry 5:
The following is a quantum chemistry calculation of one molecule with the formula C3H3N3O in a non-equilibrium geometry, from OMol25.

The highest occupied orbital energy is -0.3800 hartree. The energy relative to the best compared isomer or geometry (same formula, charge and spin) is 84.7 kcal/mol. As for the SMILES: C=Cc1nnno1.

Geometry as ORCA input:
```
! RIJCOSX wB97M-V def2-TZVPD def2/J DEFGRID3
* xyz 0 1
C 0.550 -2.478 -0.553
C -0.013 -1.350 -0.976
C -0.107 -0.124 -0.260
N 0.155 -0.031 1.032
N 0.027 1.293 1.357
N -0.335 1.971 0.332
O -0.371 1.037 -0.690
H 0.529 -2.776 0.590
H 0.957 -3.245 -1.275
H -0.026 -1.192 -2.110
*
```

---

Entry 6:
The following is a quantum chemistry calculation of C5H4Cl3N3 as an isolated structure in a non-equilibrium geometry, from OMol25.

The highest occupied orbital energy (spin up / spin down) is -0.3493 / -0.3208 hartree. The energy relative to the best compared isomer or geometry (same formula, charge and spin) is 4.7 kcal/mol.

Geometry as ORCA input:
```
! RIJCOSX wB97M-V def2-TZVPD def2/J DEFGRID3
* xyz 0 1
C 1.111 -1.047 0.724
C -0.076 -1.306 1.463
C 1.134 0.169 0.105
C -1.108 -0.321 1.542
C 0.011 1.032 0.068
N -1.088 0.748 0.784
N 0.050 2.140 -0.675
N 0.077 -0.719 -2.530
Cl -1.404 3.075 -0.761
Cl -1.594 -0.468 -2.194
Cl 0.775 0.678 -2.947
H 1.925 -1.783 0.527
H -0.032 -2.150 2.105
H 2.120 0.455 -0.416
H -1.900 -0.503 2.204
*
```

---

Entry 7:
The following is a quantum chemistry calculation of a 2-piece molecular cluster, C4H6Cl2OS overall in a non-equilibrium geometry, from OMol25.

The highest occupied orbital energy (spin up / spin down) is -0.3132 / -0.3120 hartree. The energy relative to the best compared isomer or geometry (same formula, charge and spin) is 60.4 kcal/mol. As for the SMILES: CC(C)=C(Cl)Cl.O=S.

Geometry as ORCA input:
```
! RIJCOSX wB97M-V def2-TZVPD def2/J DEFGRID3
* xyz 0 1
C 0.999 0.160 -1.236
C 0.432 0.303 0.144
C 1.353 0.106 1.226
C -0.855 0.684 0.187
Cl -1.485 0.673 1.776
Cl -2.002 0.975 -1.017
H 0.557 0.854 -2.013
H 0.788 -0.968 -1.652
H 2.108 0.287 -1.258
H 1.044 -0.134 2.223
H 1.992 0.935 1.356
H 2.083 -0.635 0.895
O -3.348 -1.862 0.349
S -3.666 -1.377 -0.979
*
```

---

Entry 8:
The following is a quantum chemistry calculation of a 2-piece molecular cluster, CBr2NP overall in a non-equilibrium geometry, from OMol25.

The highest occupied orbital energy (spin up / spin down) is -0.4213 / -0.3463 hartree. The energy relative to the best compared isomer or geometry (same formula, charge and spin) is 83.8 kcal/mol.

Geometry as ORCA input:
```
! RIJCOSX wB97M-V def2-TZVPD def2/J DEFGRID3
* xyz 0 1
C 1.283 -0.779 1.325
N 1.435 -1.271 2.346
P -0.013 0.505 -1.445
Br -1.768 -0.800 -1.716
Br -0.937 2.345 -0.509
*
```

---

Among the records above, which one has the highest energy relative to the best compared isomer or geometry (same formula, charge and spin)?
C3H5N2O2

---

Number 3 is which compound?
C3H6N2S

---

Look up the energy relative to the best compared isomer or geometry (same formula, charge and spin) of the first one.
28.6 kcal/mol

---

What did the fifth record say?
The following is a quantum chemistry calculation of one molecule with the formula C3H3N3O in a non-equilibrium geometry, from OMol25.

The highest occupied orbital energy is -0.3800 hartree. The energy relative to the best compared isomer or geometry (same formula, charge and spin) is 84.7 kcal/mol. As for the SMILES: C=Cc1nnno1.

Geometry as ORCA input:
```
! RIJCOSX wB97M-V def2-TZVPD def2/J DEFGRID3
* xyz 0 1
C 0.550 -2.478 -0.553
C -0.013 -1.350 -0.976
C -0.107 -0.124 -0.260
N 0.155 -0.031 1.032
N 0.027 1.293 1.357
N -0.335 1.971 0.332
O -0.371 1.037 -0.690
H 0.529 -2.776 0.590
H 0.957 -3.245 -1.275
H -0.026 -1.192 -2.110
*
```